(1)
C3H4P2 in the gas phase in a non-equilibrium geometry, computed with the ωB97M-V functional and the def2-TZVPD basis.

Computed properties:
* multiplicity: 1
* SMILES: C=C1P2#P1C2
* orbital gap: 9.26 eV
* lowest unoccupied orbital energy: 0.015 Eh
* energy relative to the best compared isomer or geometry (same formula, charge and spin): 0.473 eV
* HOMO level: -8.846 eV

Each line ends with the Mulliken charge.
Atoms and positions in Å:
C 0.73225 -0.13946 0.03432  -0.011
C -1.54374 0.15774 -0.74666  -0.708
C 1.56328 -0.21452 1.08909  -0.416
P 0.01602 1.23941 -0.88178  -0.049
P -0.11929 -0.88101 -1.52425  0.011
H -1.74660 -0.11406 0.21820  0.314
H -2.34416 0.40193 -1.43653  0.353
H 1.58153 0.70732 1.56099  0.260
H 1.86071 -1.15735 1.68662  0.247

Cartesian forces, eV/Å:
C 0.50 -0.74 -0.67
C 2.18 0.56 -2.79
C -1.55 -2.83 -0.39
P -0.74 -0.73 -0.27
P 0.05 1.25 1.91
H -0.92 -0.63 2.19
H -0.09 -0.02 0.18
H 0.83 1.54 1.34
H -0.26 1.61 -1.50

(2)
C3H4P2 in the gas phase in a non-equilibrium geometry, computed with the ωB97M-V functional and the def2-TZVPD basis.

Computed properties:
* multiplicity: 1
* SMILES: C1P2#P3CC123
* orbital gap: 7.59 eV
* lowest unoccupied orbital energy: 0.004 Eh
* energy relative to the best compared isomer or geometry (same formula, charge and spin): 1.832 eV
* HOMO level: -7.477 eV

Each line ends with the Mulliken charge.
Atoms and positions in Å:
C -0.17212 1.25876 -0.62582  -0.462
C -0.27360 -1.25102 0.66379  -0.855
C -0.12714 -0.08594 -0.23168  0.443
P 1.34017 0.97117 0.36527  -0.176
P 1.33412 -1.14211 -0.45508  -0.083
H -0.06201 1.35162 -1.78005  0.204
H -0.92680 1.94670 -0.11333  0.281
H -0.27444 -0.99517 1.71763  0.273
H -0.83818 -2.05401 0.45928  0.376

Cartesian forces, eV/Å:
C -1.91 2.07 -3.53
C 2.21 3.02 1.06
C 1.27 -2.48 1.22
P 0.89 -0.09 1.12
P -1.24 0.74 0.14
H -0.33 0.53 1.98
H 1.03 -0.91 -0.90
H 0.56 -0.29 0.14
H -2.46 -2.58 -1.24

HOMO level of number 1 (C3H4P2)?
-8.846 eV

What is the energy relative to the best compared isomer or geometry (same formula, charge and spin) in the second record?
1.832 eV

Repeat the second record exactly.
C3H4P2 in the gas phase in a non-equilibrium geometry, computed with the ωB97M-V functional and the def2-TZVPD basis.

Computed properties:
* multiplicity: 1
* SMILES: C1P2#P3CC123
* orbital gap: 7.59 eV
* lowest unoccupied orbital energy: 0.004 Eh
* energy relative to the best compared isomer or geometry (same formula, charge and spin): 1.832 eV
* HOMO level: -7.477 eV

Each line ends with the Mulliken charge.
Atoms and positions in Å:
C -0.17212 1.25876 -0.62582  -0.462
C -0.27360 -1.25102 0.66379  -0.855
C -0.12714 -0.08594 -0.23168  0.443
P 1.34017 0.97117 0.36527  -0.176
P 1.33412 -1.14211 -0.45508  -0.083
H -0.06201 1.35162 -1.78005  0.204
H -0.92680 1.94670 -0.11333  0.281
H -0.27444 -0.99517 1.71763  0.273
H -0.83818 -2.05401 0.45928  0.376

Cartesian forces, eV/Å:
C -1.91 2.07 -3.53
C 2.21 3.02 1.06
C 1.27 -2.48 1.22
P 0.89 -0.09 1.12
P -1.24 0.74 0.14
H -0.33 0.53 1.98
H 1.03 -0.91 -0.90
H 0.56 -0.29 0.14
H -2.46 -2.58 -1.24